[1]
{"formula": "C2H3FNdO", "method": "ωB97M-V with the def2-TZVPD basis set", "s_squared": 6.00, "spin_multiplicity": 5, "total_charge": 2, "gap_ev": [6.92, 9.93], "lumo_ev": [-9.994, -9.971], "energy_ev": -22142.9565, "e_above_lowest_kj_mol": 0.00, "elements": ["H", "O", "C", "C", "H", "H", "F", "Nd"], "positions_angstrom": [[-1.734, 1.029, 1.086], [1.062, -1.293, -0.044], [-0.152, -0.884, -0.003], [-0.493, 0.463, -0.048], [-0.970, -1.616, 0.042], [-1.260, 0.856, -0.716], [0.665, 1.281, -0.055], [2.881, 0.165, -0.261]], "lowdin_charge": [0.3968, -0.1878, -0.1511, -0.1036, 0.1723, 0.1296, -0.1525, 1.8964]}

[2]
{"formula": "C41H32NOP2PdS2", "method": "ωB97M-V with the def2-TZVPD basis set", "spin_multiplicity": 1, "total_charge": 1, "gap_ev": [5.86, 5.85], "lumo_ev": [-4.165, -4.179], "energy_ev": -90297.1426, "e_above_lowest_kj_mol": 92.30, "elements": ["Pd", "O", "S", "C", "C", "C", "C", "C", "C", "P", "C", "C", "C", "C", "C", "C", "C", "C", "C", "C", "C", "C", "C", "C", "C", "C", "C", "C", "P", "C", "C", "C", "C", "C", "C", "C", "C", "C", "C", "C", "C", "H", "H", "H", "H", "H", "H", "H", "H", "H", "H", "H", "H", "H", "H", "H", "H", "H", "H", "H", "H", "H", "H", "H", "H", "H", "H", "H", "H", "S", "C", "C", "C", "C", "C", "N", "H", "H", "H", "H"], "positions_angstrom": [[0.476, -0.180, -1.450], [-0.658, -3.267, -2.680], [-0.432, -2.380, -1.557], [-2.071, -2.205, -0.771], [-2.799, -3.349, -0.491], [-4.126, -3.247, -0.108], [-4.733, -2.002, -0.027], [-4.004, -0.857, -0.294], [-2.660, -0.948, -0.654], [-1.726, 0.580, -1.020], [-2.569, 1.219, -2.492], [-2.106, 0.753, -3.722], [-2.707, 1.189, -4.888], [-3.749, 2.104, -4.832], [-4.194, 2.579, -3.608], [-3.614, 2.135, -2.434], [-2.092, 1.755, 0.303], [-2.530, 1.403, 1.574], [-2.556, 2.355, 2.581], [-2.194, 3.666, 2.318], [-1.798, 4.029, 1.040], [-1.712, 3.074, 0.046], [0.400, -3.350, -0.280], [0.431, -4.729, -0.389], [1.151, -5.472, 0.531], [1.836, -4.834, 1.557], [1.810, -3.453, 1.659], [1.105, -2.697, 0.725], [1.106, -0.871, 0.820], [0.813, -0.646, 2.602], [1.828, -0.422, 3.523], [1.517, -0.292, 4.865], [0.200, -0.371, 5.290], [-0.814, -0.599, 4.372], [-0.506, -0.740, 3.032], [2.851, -0.407, 0.598], [3.786, -1.246, -0.001], [5.094, -0.821, -0.151], [5.470, 0.443, 0.275], [4.523, 1.308, 0.805], [3.215, 0.893, 0.959], [-2.331, -4.314, -0.591], [-4.695, -4.142, 0.097], [-5.778, -1.923, 0.232], [-4.476, 0.115, -0.251], [-1.265, 0.057, -3.751], [-2.358, 0.826, -5.841], [-4.208, 2.459, -5.741], [-4.994, 3.302, -3.563], [-3.959, 2.510, -1.481], [-2.871, 0.398, 1.771], [-2.850, 2.062, 3.578], [-2.231, 4.404, 3.106], [-1.532, 5.052, 0.823], [-1.361, 3.331, -0.947], [-0.094, -5.194, -1.210], [1.178, -6.548, 0.450], [2.397, -5.411, 2.278], [2.339, -2.954, 2.459], [2.854, -0.356, 3.193], [2.313, -0.133, 5.576], [-0.034, -0.263, 6.338], [-1.841, -0.671, 4.698], [-1.278, -0.928, 2.298], [3.487, -2.225, -0.354], [5.821, -1.470, -0.614], [6.499, 0.758, 0.188], [4.804, 2.314, 1.079], [2.473, 1.557, 1.384], [2.238, -0.385, -3.142], [2.606, 1.216, -2.554], [3.825, 1.853, -2.769], [4.020, 3.097, -2.206], [2.992, 3.687, -1.480], [1.800, 2.999, -1.338], [1.617, 1.793, -1.855], [4.592, 1.352, -3.337], [4.964, 3.601, -2.330], [3.112, 4.657, -1.026], [0.961, 3.414, -0.793]], "lowdin_charge": [0.3144, -0.3951, 0.8451, -0.3258, -0.0460, -0.0364, -0.0420, -0.0738, -0.3383, 1.0125, -0.3519, -0.0890, -0.0601, -0.0609, -0.0650, -0.0864, -0.3550, -0.0925, -0.0592, -0.0570, -0.0628, -0.1172, -0.3493, -0.0602, -0.0395, -0.0404, -0.0572, -0.3467, 1.0291, -0.3550, -0.0869, -0.0628, -0.0673, -0.0731, -0.1081, -0.3964, -0.0992, -0.0659, -0.0740, -0.0829, -0.1315, 0.1132, 0.1176, 0.1165, 0.1150, 0.0865, 0.1120, 0.1109, 0.1104, 0.1057, 0.0907, 0.1108, 0.1125, 0.1115, 0.1041, 0.1154, 0.1163, 0.1158, 0.1150, 0.1041, 0.1104, 0.1084, 0.1086, 0.0833, 0.1065, 0.1103, 0.1077, 0.1099, 0.1123, 0.6446, -0.7594, -0.0811, -0.0512, -0.0537, -0.1337, -0.0330, 0.1125, 0.1164, 0.1088, 0.0978]}

[3]
{"formula": "C8H18N3O", "method": "ωB97M-V with the def2-TZVPD basis set", "spin_multiplicity": 1, "total_charge": 1, "gap_ev": [9.12, 6.78], "lumo_ev": [-3.795, -5.279], "energy_ev": -15093.4601, "e_above_lowest_kj_mol": 379.60, "elements": ["C", "C", "C", "C", "C", "C", "C", "C", "N", "N", "N", "O", "H", "H", "H", "H", "H", "H", "H", "H", "H", "H", "H", "H", "H", "H", "H", "H", "H", "H"], "positions_angstrom": [[-0.755, 0.352, -0.746], [1.564, 0.359, 1.028], [0.025, 0.548, 1.415], [3.174, -2.423, 0.929], [-0.471, 2.676, 0.211], [-2.822, 1.285, -1.429], [-1.847, -0.490, -2.732], [1.609, -2.074, 0.911], [1.729, -0.762, 0.346], [-0.596, 1.216, 0.279], [-1.684, 0.417, -1.632], [0.854, -2.070, 2.082], [1.813, 1.132, 0.399], [1.991, 0.618, 2.032], [-0.545, -0.321, 1.679], [-0.046, 1.301, 2.106], [3.531, -1.854, 0.130], [3.702, -2.221, 1.765], [3.204, -3.547, 0.820], [0.389, 3.033, 0.833], [-1.391, 3.142, 0.485], [-0.264, 2.994, -0.859], [-3.712, 0.888, -1.969], [-3.055, 1.449, -0.361], [-2.719, 2.286, -1.786], [-0.882, -0.939, -2.759], [-2.508, -1.227, -2.325], [-2.312, -0.193, -3.607], [1.081, -2.692, 0.172], [0.945, -2.881, 2.585]], "lowdin_charge": [0.0584, -0.2250, -0.0803, 0.0231, -0.0063, -0.0197, 0.0035, -0.4190, 0.0862, -0.1373, -0.1530, -0.0116, 0.0890, 0.1677, 0.1227, 0.0930, 0.0569, 0.0386, 0.1088, 0.1203, 0.0833, 0.1268, 0.1183, 0.1113, 0.0905, 0.0989, 0.1071, 0.0880, 0.1481, 0.1118]}

[4]
{"formula": "C5H5N", "method": "ωB97M-V with the def2-TZVPD basis set", "spin_multiplicity": 1, "gap_ev": [8.20, 6.91], "lumo_ev": [-0.362, -0.201], "energy_ev": -6748.7188, "e_above_lowest_kj_mol": 693.64, "elements": ["C", "C", "C", "C", "C", "N", "H", "H", "H", "H", "H"], "positions_angstrom": [[-0.931, -0.481, -0.488], [-2.202, -0.610, -0.175], [-3.453, -0.310, -0.068], [0.456, -0.179, 0.288], [1.905, -0.324, 0.113], [-4.505, 0.182, 0.268], [0.100, 0.907, 0.369], [0.261, -0.649, 1.298], [2.703, 0.382, -0.157], [2.273, -1.231, 0.628], [-5.458, 0.401, -0.240]], "lowdin_charge": [0.0494, -0.1040, -0.2416, -0.2920, -0.0017, 0.1186, 0.1225, 0.1170, 0.0502, 0.0484, 0.1331]}

[5]
{"formula": "C20H21BrNOS3SiY", "method": "ωB97M-V with the def2-TZVPD basis set", "spin_multiplicity": 1, "gap_ev": 7.35, "lumo_ev": -0.137, "energy_ev": -136088.8732, "e_above_lowest_kj_mol": 0.00, "elements": ["Y", "C", "Si", "C", "C", "C", "C", "C", "C", "N", "C", "S", "H", "H", "H", "H", "H", "H", "H", "H", "H", "H", "H", "H", "Br", "C", "C", "C", "C", "C", "C", "C", "C", "C", "C", "H", "H", "H", "H", "H", "H", "C", "O", "C", "S", "S", "H", "H", "H"], "positions_angstrom": [[-1.302, -0.382, 0.361], [2.593, 3.597, -3.708], [1.768, 4.029, -2.057], [2.916, 5.240, -1.103], [-0.064, 4.745, -2.268], [1.822, 2.481, -0.903], [3.101, 1.976, -0.585], [3.200, 0.955, 0.338], [2.002, 0.326, 0.689], [0.786, 0.732, 0.354], [0.671, 1.803, -0.486], [-1.018, 2.020, -0.937], [1.844, 3.090, -4.350], [3.500, 2.986, -3.624], [2.880, 4.530, -4.281], [3.309, 6.008, -1.649], [3.714, 4.652, -0.618], [2.322, 5.688, -0.258], [-0.083, 5.774, -2.573], [-0.667, 4.719, -1.329], [-0.542, 4.225, -3.111], [3.896, 2.441, -1.070], [4.170, 0.476, 0.546], [1.954, -0.469, 1.498], [-3.217, -0.865, -1.775], [-2.947, -2.403, -0.640], [-3.994, -2.990, 0.052], [-3.815, -4.280, 0.609], [-2.591, -4.941, 0.730], [-1.459, -4.342, 0.092], [-0.170, -4.935, 0.023], [0.849, -4.238, -0.580], [0.705, -2.870, -1.067], [-0.544, -2.336, -1.025], [-1.667, -3.024, -0.594], [-4.944, -2.513, 0.184], [-4.709, -4.807, 0.936], [-2.498, -5.884, 1.256], [-0.003, -5.999, 0.345], [1.847, -4.694, -0.763], [1.592, -2.320, -1.341], [-1.882, -1.448, 5.385], [-2.440, -0.553, 4.399], [-2.007, -0.515, 3.103], [-0.665, -1.491, 2.712], [-3.009, 0.604, 2.163], [-2.085, -0.831, 6.274], [-0.791, -1.504, 5.226], [-2.330, -2.465, 5.420]], "lowdin_charge": [0.8149, -0.1921, 0.6199, -0.1732, -0.2225, -0.2351, -0.0813, -0.0592, -0.1540, -0.1332, -0.7144, 0.5284, 0.0308, 0.0223, 0.0457, -0.0224, 0.0226, 0.0514, -0.0004, 0.0036, 0.0145, 0.0779, 0.1111, 0.1115, 0.8100, -0.6514, -0.1102, -0.0743, -0.0150, -0.1548, -0.0635, -0.0825, -0.1204, -0.2474, -0.3206, 0.1028, 0.1024, 0.1097, 0.1251, 0.1036, 0.0787, -0.0960, -0.2575, -1.1753, 0.6560, 0.5622, 0.0999, 0.0456, 0.1059]}

[6]
{"formula": "C27H41N2PReSi2", "method": "ωB97M-V with the def2-TZVPD basis set", "s_squared": 0.75, "spin_multiplicity": 2, "total_charge": 2, "gap_ev": [7.09, 7.65], "lumo_ev": [-6.634, -6.770], "energy_ev": -58805.7995, "e_above_lowest_kj_mol": 89.99, "elements": ["Re", "N", "C", "C", "N", "H", "H", "H", "H", "H", "H", "H", "H", "C", "C", "C", "C", "C", "C", "P", "C", "C", "C", "C", "C", "C", "C", "C", "C", "C", "C", "C", "H", "H", "H", "H", "H", "H", "H", "H", "H", "H", "H", "H", "H", "H", "C", "Si", "C", "C", "C", "Si", "C", "C", "C", "H", "H", "H", "H", "H", "H", "H", "H", "H", "H", "H", "H", "H", "H", "H", "H", "H", "H", "H"], "positions_angstrom": [[-0.104, -0.256, 0.926], [0.253, -0.857, 3.065], [-0.572, -2.026, 3.483], [-1.007, -2.758, 2.233], [-1.555, -1.755, 1.266], [1.234, -1.123, 3.096], [0.165, -0.075, 3.710], [-1.426, -1.673, 4.055], [-0.016, -2.703, 4.131], [-1.733, -3.536, 2.470], [-0.158, -3.238, 1.740], [-2.418, -1.356, 1.636], [-1.785, -2.233, 0.391], [1.492, 0.490, -5.608], [0.250, -0.071, -5.351], [-0.082, -0.464, -4.063], [0.834, -0.292, -3.025], [2.082, 0.275, -3.287], [2.406, 0.662, -4.578], [0.411, -0.890, -1.365], [-0.480, -2.445, -1.645], [-1.863, -2.377, -1.854], [-2.595, -3.532, -2.091], [-1.954, -4.766, -2.107], [-0.586, -4.842, -1.890], [0.153, -3.686, -1.665], [1.987, -1.188, -0.513], [3.126, -1.893, -0.904], [4.224, -1.842, -0.063], [4.182, -1.117, 1.136], [3.031, -0.464, 1.539], [1.904, -0.499, 0.703], [1.751, 0.789, -6.616], [-0.461, -0.213, -6.154], [-1.052, -0.910, -3.881], [2.806, 0.413, -2.495], [3.377, 1.094, -4.778], [-2.367, -1.413, -1.844], [-3.661, -3.471, -2.270], [-2.523, -5.667, -2.293], [-0.088, -5.802, -1.905], [1.221, -3.760, -1.504], [3.170, -2.424, -1.847], [5.135, -2.358, -0.337], [5.065, -1.081, 1.762], [3.031, 0.085, 2.475], [1.421, 2.596, -0.729], [-0.358, 2.915, -0.283], [-1.517, 2.717, -1.717], [-0.380, 4.637, 0.400], [-0.964, 1.512, 0.977], [-1.356, 2.202, 2.763], [-2.522, 0.956, 3.545], [0.294, 2.377, 3.642], [-2.346, 3.771, 2.817], [1.917, 3.528, -1.010], [1.495, 1.923, -1.580], [1.979, 2.167, 0.106], [-1.318, 3.460, -2.494], [-2.558, 2.840, -1.407], [-1.407, 1.727, -2.171], [0.137, 5.253, -0.342], [0.174, 4.731, 1.337], [-1.375, 5.055, 0.538], [-1.932, 1.154, 0.552], [-2.314, -0.083, 3.307], [-3.530, 1.174, 3.180], [-2.557, 1.050, 4.634], [0.257, 2.048, 4.685], [0.587, 3.430, 3.673], [1.097, 1.840, 3.131], [-3.060, 3.844, 1.993], [-1.741, 4.674, 2.829], [-2.926, 3.750, 3.744]], "lowdin_charge": [1.2352, -0.0380, -0.1838, -0.1732, -0.0621, 0.0878, 0.0723, 0.1130, 0.1380, 0.1394, 0.1275, 0.1202, 0.0678, -0.0421, -0.0474, -0.0785, -0.3386, -0.1032, -0.0452, 1.0135, -0.3919, -0.1523, -0.0532, -0.0445, -0.0447, -0.0625, -0.3891, -0.0587, -0.0230, -0.0338, -0.0914, -0.3463, 0.1203, 0.1191, 0.0982, 0.1045, 0.1193, 0.1127, 0.1195, 0.1208, 0.1201, 0.0991, 0.1236, 0.1247, 0.1233, 0.1066, -0.1643, 0.4571, -0.1645, -0.1722, -0.5066, 0.4550, -0.1747, -0.1707, -0.1709, 0.0540, -0.0042, 0.0255, 0.0534, 0.0449, 0.0154, 0.0546, 0.0406, 0.0372, 0.0395, -0.0288, 0.0537, 0.0587, 0.0482, 0.0468, 0.0118, 0.0518, 0.0335, 0.0522]}

[7]
{"formula": "C4H8N2O", "method": "ωB97M-V with the def2-TZVPD basis set", "spin_multiplicity": 1, "gap_ev": 8.87, "lumo_ev": 0.899, "energy_ev": -9300.6110, "e_above_lowest_kj_mol": 557.90, "elements": ["C", "C", "C", "N", "C", "O", "N", "H", "H", "H", "H", "H", "H", "H", "H"], "positions_angstrom": [[-1.880, 0.518, -0.254], [0.484, 0.416, -0.142], [0.669, -1.254, 1.053], [1.491, -0.696, -0.479], [0.857, 1.631, 0.300], [-0.644, 0.154, -0.865], [-0.021, -2.259, 1.044], [2.442, -0.363, -0.374], [1.330, -1.211, -1.347], [-0.061, -2.964, 0.309], [-1.980, 0.043, 0.725], [-1.958, 1.604, -0.159], [-2.660, 0.160, -0.923], [1.757, 1.758, 0.875], [0.174, 2.463, 0.237]], "lowdin_charge": [-0.0630, -0.4992, -0.1553, 0.0640, 0.0569, -0.1207, 0.0432, 0.1115, 0.1220, 0.0543, 0.0930, 0.0825, 0.0912, 0.0614, 0.0581]}

[8]
{"formula": "C4H18NO3", "method": "ωB97M-V with the def2-TZVPD basis set", "s_squared": 0.75, "spin_multiplicity": 2, "total_charge": 2, "gap_ev": [12.28, 3.89], "lumo_ev": [-6.187, -14.058], "energy_ev": -12051.6420, "e_above_lowest_kj_mol": 131.63, "elements": ["C", "C", "C", "C", "N", "H", "H", "H", "H", "H", "H", "H", "H", "H", "H", "H", "H", "H", "H", "O", "H", "H", "O", "H", "H", "O"], "positions_angstrom": [[-0.195, -0.656, -0.017], [-0.636, 0.281, 1.169], [0.605, 0.965, 1.761], [0.565, 2.520, 1.486], [0.462, 0.053, -1.160], [0.354, -1.489, 0.345], [-1.117, -1.156, -0.492], [-1.583, 0.771, 0.923], [-1.081, -0.517, 1.848], [0.778, 0.848, 2.854], [1.529, 0.449, 1.536], [1.388, 2.803, 0.813], [0.541, 2.965, 2.522], [-0.333, 2.847, 1.008], [1.274, 0.554, -0.899], [-0.139, 0.730, -1.603], [0.754, -0.513, -1.969], [2.470, -2.205, -3.017], [2.026, -2.896, -1.821], [1.951, -1.992, -2.200], [-1.279, -3.365, 2.225], [-2.853, -3.233, 2.574], [-1.966, -2.742, 2.215], [-0.603, 1.876, -3.869], [-1.932, 1.540, -3.217], [-0.980, 1.562, -3.013]], "lowdin_charge": [-0.1181, -0.0619, -0.1119, 0.0497, 0.1900, 0.1195, 0.1761, 0.1560, 0.1872, 0.1798, 0.1364, 0.1401, 0.1315, 0.0852, 0.1426, 0.0919, 0.1320, 0.1002, 0.0840, -0.0680, 0.0088, 0.1736, -0.0501, 0.0976, 0.0837, -0.0557]}